ORCA calculation (ωB97M-V/def2-TZVPD) on an isolated molecule of C4H8O3S at a distorted geometry.

## Properties
**Lowest unoccupied orbital energy**: 0.20 eV
**Relative energy (zero: lowest compared OMol25 entry of this formula, charge and spin)**: 312.0 kJ/mol
**Orbital gap**: 8.7 eV
**F_max**: 0.17197 hartree/bohr

Structure (ORCA input):
```
! RIJCOSX wB97M-V def2-TZVPD def2/J DEFGRID3
* xyz 0 1
C 0.68476 1.30084 -2.66742
S -0.76241 0.97608 -1.54757
C 0.09101 -0.04213 -0.36568
C -0.89034 -0.50299 0.84626
O -1.49527 -1.68574 0.46838
C -0.14418 -0.59514 2.11669
O -0.02723 -1.74913 2.64049
O 0.42923 0.46003 2.54849
H 0.19812 1.88898 -3.51249
H 1.03099 0.15669 -3.01168
H 1.42500 1.73033 -2.22320
H 1.01158 0.55874 -0.02519
H 0.35900 -1.15161 -1.04074
H -1.58385 0.60899 0.91747
H -1.17365 -2.35378 1.30339
H 0.84724 0.39984 3.55281
*
```



ORCA calculation (ωB97M-V/def2-TZVPD) on a structure of composition C26H12Br4N2O2RuS2Se3Te.

## Properties
**⟨S²⟩**: 0.76
**Lowest unoccupied orbital energy (alpha / beta)**: 1.08 / 1.06 eV
**Relative energy (zero: lowest compared OMol25 entry of this formula, charge and spin)**: 22.3 kJ/mol
**Orbital gap (alpha / beta)**: 5.0 / 4.9 eV
**F_max**: 0.00910 hartree/bohr

Structure (ORCA input):
```
! RIJCOSX wB97M-V def2-TZVPD def2/J DEFGRID3
* xyz -1 2
Ru -0.86040 1.07716 -1.08938
Br 3.41399 5.72745 1.76828
C 2.04313 4.44297 1.52940
C 1.40498 3.87619 2.62493
Br 1.85738 4.40295 4.38358
C 0.42087 2.90315 2.41914
Br -0.43777 2.02403 3.85342
C 0.04446 2.49832 1.13962
O -0.81606 1.53299 0.91798
C 0.67283 3.10876 0.01354
O 0.35141 2.70029 -1.19010
C 1.67818 4.05100 0.23802
Br 2.55049 4.70898 -1.30631
Se -2.98930 2.23455 -1.52432
Se -2.99320 3.11119 -3.71953
Te -0.60214 2.66016 -4.47276
Se -0.48819 0.39625 -3.45640
S -5.51563 -4.20797 0.12086
C -7.09953 -3.77281 -0.35627
C -7.12782 -2.54091 -0.92967
C -5.84901 -1.92875 -0.97239
C -4.86325 -2.70590 -0.43155
C -3.43647 -2.39814 -0.30163
C -2.96717 -1.13356 -0.71095
N -1.70320 -0.77527 -0.63195
C -0.80458 -1.67081 -0.14852
C -1.16926 -2.94453 0.29253
C -0.13821 -3.80834 0.80177
C 1.15374 -3.41240 0.85642
C 1.55077 -2.11070 0.39571
C 2.85738 -1.60570 0.45057
C 3.13536 -0.33631 -0.01648
C 2.07545 0.40308 -0.58261
N 0.84322 -0.04590 -0.59708
C 0.55918 -1.26866 -0.10946
C 4.45152 0.29106 0.08110
C 4.73227 1.62838 0.08368
C 6.11574 1.90190 0.23480
C 6.86380 0.77206 0.34713
S 5.89798 -0.63751 0.25267
C -2.52084 -3.29647 0.20644
H -7.92136 -4.44992 -0.19287
H -8.02798 -2.07837 -1.30616
H -5.67535 -0.94828 -1.39161
H -3.63072 -0.38111 -1.11833
H -0.42202 -4.79386 1.15005
H 1.91304 -4.07573 1.25191
H 3.64020 -2.21225 0.89247
H 2.22874 1.37443 -1.03752
H 3.98039 2.40295 0.01077
H 6.52489 2.90058 0.26994
H 7.93093 0.69066 0.47154
H -2.83285 -4.28132 0.53560
*
```



ORCA calculation (ωB97M-V/def2-TZVPD) on a structure of composition C19H19BIrN8.

## Properties
**⟨S²⟩**: 0.78
**Lowest unoccupied orbital energy (alpha / beta)**: -8.30 / -9.90 eV
**Relative energy (zero: lowest compared OMol25 entry of this formula, charge and spin)**: 0.0 kJ/mol
**Orbital gap (alpha / beta)**: 6.2 / 4.6 eV
**F_max**: 0.01092 hartree/bohr

Structure (ORCA input):
```
! RIJCOSX wB97M-V def2-TZVPD def2/J DEFGRID3
* xyz 2 2
Ir -0.96459 -0.74936 -0.67384
C -1.03150 -0.63823 3.49917
C -1.51094 -1.12927 2.30080
N -0.81287 -0.57509 1.29813
N 0.09211 0.28192 1.82180
C -0.02067 0.24924 3.15210
B 1.05779 1.10754 0.88513
N 0.10348 1.91396 -0.08300
C -0.02519 3.20660 -0.40678
C -0.99305 3.35503 -1.38274
C -1.45071 2.07555 -1.62550
N -0.78577 1.21722 -0.84101
N 1.79363 0.07677 -0.02388
C 3.09436 -0.11699 -0.26374
C 3.22769 -1.13260 -1.19805
C 1.93302 -1.52483 -1.49217
N 1.07546 -0.79075 -0.76752
N 2.03594 1.87763 1.69284
C 2.41866 3.18513 1.83632
C 3.41097 3.23403 2.76784
C 3.60905 1.88872 3.14506
N 2.76961 1.08737 2.52987
H -1.35907 -0.90086 4.48889
H -2.28770 -1.85443 2.11661
H 0.64071 0.83741 3.76423
H 0.57421 3.95929 0.06555
H -1.31592 4.26744 -1.85055
H -2.19646 1.73977 -2.32438
H 3.83606 0.46447 0.25630
H 4.14051 -1.53557 -1.59814
H 1.57509 -2.28671 -2.16461
H 1.99125 3.99395 1.27632
H 3.92645 4.10960 3.11926
H 4.30659 1.48270 3.86012
C -3.18599 -0.60927 -0.58720
C -2.77777 -1.67999 -1.42367
C -2.30580 -1.38567 -2.76084
C -1.70340 -2.36536 -3.52322
C -1.55210 -3.66033 -3.01160
C -1.97700 -3.97151 -1.71640
C -2.56452 -3.01124 -0.92180
H -3.56372 -0.79813 0.40801
H -3.50711 0.31451 -1.04755
H -2.50218 -0.40896 -3.18588
H -1.37109 -2.14037 -4.52808
H -1.10102 -4.42808 -3.62588
H -1.85060 -4.97684 -1.33747
H -2.89591 -3.25543 0.08113
*
```



ORCA calculation (ωB97M-V/def2-TZVPD) on a structure of composition C43H55N6PdSSi at a distorted geometry.

## Properties
**Lowest unoccupied orbital energy (alpha / beta)**: -3.29 / -3.28 eV
**Relative energy (zero: lowest compared OMol25 entry of this formula, charge and spin)**: 156.7 kJ/mol
**Orbital gap (alpha / beta)**: 6.9 / 6.9 eV
**F_max**: 0.05023 hartree/bohr

Structure (ORCA input):
```
! RIJCOSX wB97M-V def2-TZVPD def2/J DEFGRID3
* xyz 1 1
Pd 0.04107 0.66289 -0.45249
C -0.20600 -4.96340 4.34773
C 0.77038 -5.33008 3.26513
C 1.49718 -6.51300 3.32047
C 2.40773 -6.84972 2.33017
C 2.59668 -5.99827 1.25391
C 1.87076 -4.82172 1.16644
C 0.96726 -4.48148 2.17083
N 0.18578 -3.30130 2.09337
C 0.54087 -2.12632 1.47015
N 1.86033 -1.85175 1.55507
C 2.61808 -0.90399 0.85755
C 2.08100 -0.01877 -0.06757
C 2.93893 0.83220 -0.75264
C 4.30223 0.84080 -0.49829
C 4.82093 -0.02935 0.44344
C 4.00074 -0.91884 1.11805
C 4.58445 -1.89086 2.11073
N -0.34538 -1.32105 0.97587
C -1.65007 -1.88114 0.92601
C -1.95846 -2.86540 -0.01331
C -3.21261 -3.44777 -0.03681
C -4.16531 -3.07082 0.89968
C -3.85141 -2.11516 1.85211
C -2.60032 -1.51098 1.88349
C -2.24490 -0.47395 2.91269
H -0.12606 -5.65547 5.18325
H -1.23658 -4.99753 3.98275
H -0.01843 -3.95267 4.71495
H 1.34795 -7.18130 4.15963
H 2.96142 -7.77652 2.39698
H 3.29646 -6.25628 0.46985
H 1.98861 -4.17335 0.30653
H -0.80382 -3.42123 2.24422
H 2.39273 -2.52978 2.07399
H 2.55690 1.48555 -1.52337
H 4.95167 1.52369 -1.03221
H 5.88354 -0.02977 0.65239
H 5.65267 -1.71504 2.21612
H 4.45385 -2.92736 1.78528
H 4.13251 -1.78155 3.10018
H -1.19953 -3.15735 -0.73120
H -3.44546 -4.19902 -0.78086
H -5.14840 -3.52291 0.89002
H -4.59716 -1.82537 2.58367
H -3.13741 -0.09892 3.41350
H -1.71592 0.34978 2.42968
H -1.57781 -0.88923 3.67397
S -3.89292 0.05271 -2.66786
C -4.33886 0.84338 -1.21507
C -3.28914 1.02722 -0.36788
C -2.06445 0.51969 -0.87723
C -2.23350 -0.03324 -2.11666
C -1.19510 -0.73849 -2.81756
C -1.40982 -1.49089 -3.97703
C -0.35306 -2.15392 -4.56051
C 0.90507 -2.07932 -3.96593
C 1.04842 -1.32984 -2.81930
N 0.03505 -0.66377 -2.26091
H -5.36806 1.13381 -1.06624
H -3.41393 1.48482 0.60336
H -2.40659 -1.52961 -4.39421
H -0.49728 -2.72935 -5.46523
H 1.75700 -2.58760 -4.39314
H 2.00515 -1.24864 -2.31844
C 1.56788 3.87708 -0.93533
Si 0.15633 2.89766 -1.76622
C 0.63232 2.72929 -3.66705
C 0.96502 4.12899 -4.18653
C -0.51772 2.13490 -4.48404
C 1.86884 1.84339 -3.83187
C -1.44381 3.96670 -1.36596
C -1.76643 3.80959 0.12231
C -2.63315 3.52798 -2.22521
C -1.16198 5.44999 -1.62681
H 1.56218 4.89966 -1.31405
H 2.55550 3.45701 -1.12758
H 1.43590 3.90790 0.14706
H 0.09900 4.79032 -4.16149
H 1.28890 4.05326 -5.22863
H 1.77516 4.59183 -3.62110
H -1.39175 2.78354 -4.48720
H -0.81986 1.15715 -4.10690
H -0.19817 2.00911 -5.52352
H 2.74656 2.28745 -3.35654
H 2.09584 1.73355 -4.89668
H 1.71013 0.84573 -3.42520
H -1.86980 2.76515 0.40944
H -2.70368 4.32572 0.35364
H -0.97588 4.25354 0.73362
H -2.74816 2.44505 -2.25732
H -2.52562 3.89139 -3.24783
H -3.55937 3.95286 -1.82547
H -0.39163 5.84321 -0.96299
H -2.07993 6.01591 -1.44048
H -0.86213 5.64315 -2.65644
C -0.98532 3.69330 3.85863
N -0.04813 2.58351 3.68070
C 0.30481 1.74618 4.82353
C 0.19289 2.16355 2.46700
N 0.41432 1.82854 1.38468
H -0.82280 4.13027 4.84084
H -2.02461 3.36536 3.78235
H -0.79913 4.45325 3.10254
H 0.44575 2.38480 5.69269
H 1.23670 1.22292 4.61977
H -0.47461 1.01413 5.04836
*
```



ORCA calculation (ωB97M-V/def2-TZVPD) on a cluster of 2 separate species, C3H4INO in total at a distorted geometry.

## Properties
**Lowest unoccupied orbital energy**: 0.06 eV
**Relative energy (zero: lowest compared OMol25 entry of this formula, charge and spin)**: 183.2 kJ/mol
**Orbital gap**: 9.1 eV
**F_max**: 0.02902 hartree/bohr

Structure (ORCA input):
```
! RIJCOSX wB97M-V def2-TZVPD def2/J DEFGRID3
* xyz 0 1
C -0.80674 1.97160 0.12100
C -1.54526 0.95366 -0.15567
O -2.23118 0.04283 -0.38813
H -0.48646 2.15893 1.12660
H -0.45303 2.63481 -0.64284
C 0.73707 -2.01042 -0.01889
N 0.87936 -0.76932 -0.04835
I 2.68924 0.14896 0.03926
H -0.28868 -2.35450 -0.08720
H 1.50568 -2.77656 0.05422
*
```



ORCA calculation (ωB97M-V/def2-TZVPD) on an isolated molecule of C2H4N2OS at a distorted geometry.

## Properties
**Lowest unoccupied orbital energy**: -0.90 eV
**Relative energy (zero: lowest compared OMol25 entry of this formula, charge and spin)**: 326.9 kJ/mol
**Orbital gap**: 9.2 eV
**F_max**: 0.08550 hartree/bohr

Structure (ORCA input):
```
! RIJCOSX wB97M-V def2-TZVPD def2/J DEFGRID3
* xyz 0 1
C 0.27474 0.26781 0.58997
C -0.47880 -0.31073 -0.54571
N 1.65410 0.46073 0.14371
N 0.02884 -0.57314 -1.69576
O 4.02580 0.25979 -0.06332
S 2.93204 -0.10742 0.77755
H -0.15155 1.15480 0.73778
H -0.09826 -0.34040 1.49178
H -1.53780 -0.37047 -0.45090
H 0.93317 -0.22032 -1.76150
*
```



Question: Among the records above, which one has the highest F_max?
Answer: C4H8O3S



What did the fifth record say?
ORCA calculation (ωB97M-V/def2-TZVPD) on a cluster of 2 separate species, C3H4INO in total at a distorted geometry.

## Properties
**Lowest unoccupied orbital energy**: 0.06 eV
**Relative energy (zero: lowest compared OMol25 entry of this formula, charge and spin)**: 183.2 kJ/mol
**Orbital gap**: 9.1 eV
**F_max**: 0.02902 hartree/bohr

Structure (ORCA input):
```
! RIJCOSX wB97M-V def2-TZVPD def2/J DEFGRID3
* xyz 0 1
C -0.80674 1.97160 0.12100
C -1.54526 0.95366 -0.15567
O -2.23118 0.04283 -0.38813
H -0.48646 2.15893 1.12660
H -0.45303 2.63481 -0.64284
C 0.73707 -2.01042 -0.01889
N 0.87936 -0.76932 -0.04835
I 2.68924 0.14896 0.03926
H -0.28868 -2.35450 -0.08720
H 1.50568 -2.77656 0.05422
*
```